# 1
Density functional theory data (ωB97M-V with the def2-TZVPD basis set) for 4 unconnected molecules or ions with the total composition C28H47BBrF9N4O2P.

The calculation puts the max |F| at 0.643 eV/A. The calculation puts the LUMO energy at -0.1265 Eh. As for the HOMO energy: -11.20 eV. The total charge is +1.

```
93
Properties=species:S:1:pos:R:3:forces:R:3
C -3.09461 -2.11278 -0.63367 0.03 -0.05 -0.10
C -3.08793 -2.89089 0.68711 0.07 0.08 0.07
N -2.38513 -2.28469 1.83470 0.01 0.16 -0.06
C -0.95976 -2.11114 1.61875 0.07 -0.21 0.07
C -0.32760 -1.06272 2.54000 -0.03 -0.05 -0.16
P 1.41768 -0.78514 2.17877 0.12 0.14 0.08
C 1.45448 0.29547 0.71693 -0.01 -0.13 -0.22
C 2.68350 1.18940 0.55661 0.00 -0.11 0.12
C 2.47421 2.30620 -0.44309 0.14 -0.09 -0.27
F 1.36839 3.01061 -0.11787 -0.32 0.13 0.06
F 3.52805 3.14202 -0.37136 0.27 0.25 0.10
C 2.36609 1.84858 -1.91509 0.00 0.18 0.22
F 1.26953 1.07722 -2.03939 -0.23 -0.09 -0.07
F 3.44312 1.08146 -2.15931 0.20 -0.19 -0.11
C 2.34375 2.93210 -3.03459 -0.22 -0.06 -0.07
F 3.54348 3.51805 -3.09668 0.05 0.06 -0.02
F 2.12761 2.25609 -4.17768 0.01 0.01 -0.03
C 1.25308 4.03953 -2.93485 -0.02 0.11 0.12
F 1.63941 4.97751 -2.05958 -0.24 -0.30 -0.29
F 1.08401 4.60124 -4.13123 0.06 -0.10 0.39
F 0.08702 3.51084 -2.53407 0.29 0.23 -0.16
C 2.25920 -2.36442 1.85738 0.15 -0.17 -0.04
C 2.29083 -2.81836 0.39206 -0.06 0.14 -0.09
C 3.42798 -2.20599 -0.43533 0.00 0.07 0.10
Br 2.38221 -4.76328 0.40668 0.02 -0.15 -0.03
B 2.30332 0.01599 3.77736 -0.33 0.06 0.14
C 3.83374 0.19887 3.76666 0.04 0.08 0.13
O 1.49464 0.28614 4.83252 0.47 0.37 -0.25
C -3.06077 -1.16064 2.43039 0.07 0.03 -0.36
C -3.29127 0.08114 1.60053 0.12 0.06 0.04
O -3.40896 -1.21502 3.57329 -0.02 0.02 0.38
H -2.23851 -1.44644 -0.75492 0.00 -0.04 0.03
H -3.98455 -1.49548 -0.73991 0.05 0.01 0.01
H -3.08695 -2.80931 -1.47061 -0.06 0.00 0.01
H -2.62902 -3.86982 0.53856 -0.05 -0.02 0.04
H -4.11263 -3.06375 1.01650 0.03 -0.18 -0.04
H -0.73141 -1.87498 0.56782 -0.02 0.16 0.03
H -0.46786 -3.06794 1.83328 -0.06 -0.04 -0.14
H -0.42848 -1.32921 3.59447 -0.07 -0.04 -0.03
H -0.77947 -0.07845 2.38951 -0.10 -0.01 0.17
H 1.33791 -0.36262 -0.14638 -0.03 0.06 0.00
H 0.54090 0.89335 0.76643 0.05 0.05 0.05
H 3.57238 0.62570 0.27025 -0.02 0.02 0.05
H 2.91372 1.71439 1.48646 -0.01 0.01 -0.02
H 1.72910 -3.10703 2.45752 -0.01 0.09 0.11
H 3.27500 -2.30039 2.25562 0.00 0.00 -0.08
H 1.33313 -2.61448 -0.08339 -0.02 -0.09 0.05
H 3.03169 -1.61338 -1.26160 0.01 0.00 0.01
H 4.05829 -2.97816 -0.86906 -0.01 0.00 0.00
H 4.07593 -1.57049 0.17346 -0.09 -0.11 -0.09
H 4.34140 -0.72249 4.07692 -0.02 0.00 -0.02
H 4.22013 0.44998 2.77671 -0.03 -0.12 0.15
H 4.10474 0.97888 4.48173 0.06 -0.05 0.01
H 0.89246 1.03609 4.79218 -0.37 -0.27 0.13
H -4.17996 -0.02478 0.97730 -0.03 -0.02 0.11
H -2.47792 0.28345 0.90131 -0.03 -0.09 0.00
H -3.41505 0.91904 2.28434 -0.14 0.04 -0.08
C -6.28699 -1.23447 -4.24611 -0.04 -0.01 -0.02
C -7.55462 -1.64658 -3.50850 0.07 0.02 -0.04
C -7.29981 -1.95578 -2.02861 -0.05 0.05 -0.04
C -6.35241 -3.05539 -1.85191 -0.21 0.17 -0.01
N -5.61249 -3.92107 -1.73021 0.23 -0.23 0.06
H -5.54959 -2.03809 -4.24287 0.01 0.01 0.02
H -6.50671 -0.98956 -5.28460 0.00 0.01 0.00
H -5.82739 -0.35647 -3.78466 0.02 -0.02 0.01
H -7.99600 -2.52260 -3.98557 -0.01 0.00 0.01
H -8.29670 -0.84836 -3.56347 -0.02 -0.01 0.03
H -8.22526 -2.22525 -1.51800 0.00 0.02 0.00
H -6.88862 -1.07666 -1.52505 -0.01 -0.01 0.02
C 9.27919 -1.37441 2.11088 0.00 0.02 0.00
C 8.96373 0.05736 2.52155 0.04 -0.05 -0.02
C 7.52153 0.23080 3.02007 0.13 0.01 -0.03
C 6.54870 -0.11189 1.98419 0.24 0.03 0.07
N 5.79177 -0.37439 1.16385 -0.11 0.01 -0.11
H 8.65549 -1.69502 1.27517 -0.01 -0.01 0.00
H 10.31862 -1.46111 1.79851 0.00 -0.01 0.00
H 9.12076 -2.06716 2.93948 0.00 0.00 0.00
H 9.13350 0.73456 1.68326 -0.01 0.02 0.01
H 9.63009 0.37224 3.32520 -0.02 0.02 0.01
H 7.33582 1.26194 3.32561 -0.01 -0.01 0.01
H 7.33735 -0.41037 3.88516 -0.02 -0.01 -0.01
C -4.36205 4.60262 -2.08922 0.00 -0.01 -0.02
C -5.25687 3.64327 -2.86239 0.06 0.04 0.02
C -5.60122 2.37805 -2.06526 -0.05 0.05 -0.05
C -4.40510 1.61420 -1.71253 -0.20 0.16 -0.12
N -3.44789 1.03654 -1.46083 0.27 -0.07 0.05
H -3.39921 4.14433 -1.85670 -0.01 -0.01 0.01
H -4.16838 5.50105 -2.67361 0.00 0.01 0.00
H -4.82911 4.90827 -1.15107 0.00 0.00 0.00
H -4.77473 3.35410 -3.79761 -0.01 -0.01 -0.01
H -6.19314 4.13624 -3.12627 -0.02 -0.03 0.00
H -6.25816 1.72450 -2.64243 -0.02 0.01 0.02
H -6.12114 2.63780 -1.14059 -0.01 0.00 0.00
```
Forces are in eV/Å.



# 2
Density functional theory data (ωB97M-V with the def2-TZVPD basis set) for a molecular structure, C2H2Cl2NOP.

The calculation puts the max |F| at 2.718 eV/A. The calculation puts the LUMO energy at -0.0008 Eh. Its relative energy (zero: lowest compared OMol25 entry of this formula, charge and spin) is 36.5 kcal per mole. As for the HOMO energy: -8.96 eV.

```
9
Properties=species:S:1:pos:R:3:forces:R:3
C 0.02028 1.62410 -0.35524 -1.11 -0.52 2.20
C -1.29684 0.06556 0.36591 1.26 0.68 -2.01
N -0.68600 1.26671 0.66977 -0.59 -1.01 0.16
O 0.01122 0.91364 -1.41452 0.57 -0.94 -2.16
P -0.87403 -0.47152 -1.26125 -1.18 -0.30 1.42
Cl -2.25270 -0.73309 1.49257 -0.37 -0.22 0.46
Cl 2.09603 -2.40373 1.02987 0.04 -0.05 -0.55
H 0.75302 2.33036 -0.28047 1.45 2.30 -0.07
H 2.22902 -2.59202 -0.24663 -0.06 0.07 0.54
```
Forces are in eV/Å.



# 3
Density functional theory data (ωB97M-V with the def2-TZVPD basis set) for a gas-phase ion, C5H7N4 (charge +1).

The calculation puts the max |F| at 5.430 eV/A. The calculation puts the LUMO energy at -0.1743 Eh. Its relative energy (zero: lowest compared OMol25 entry of this formula, charge and spin) is 39.2 kcal per mole. As for the HOMO energy: -12.45 eV. The total charge is +1. As for the SMILES: C1=NC=[NH+]C2=CCNN12.

```
16
Properties=species:S:1:pos:R:3:forces:R:3
C 1.02057 -0.98833 -0.00872 -5.25 0.14 0.13
C -1.50486 1.44116 -0.16757 -1.32 -1.09 0.83
C -2.69834 -0.53696 0.03549 -1.20 0.76 1.42
C -0.37309 -0.73065 -0.06790 4.96 2.07 0.78
C 1.78024 0.27173 -0.11321 -0.57 1.47 -0.77
N -2.66477 0.75686 -0.02632 -1.68 0.21 -0.99
N 0.71630 1.28161 0.31486 2.43 -3.58 0.14
N -0.44902 0.69963 -0.02841 -0.45 2.49 -0.21
N -1.61482 -1.30124 0.04952 2.37 0.79 -0.80
H 1.40032 -1.95032 0.12498 0.77 -1.22 -0.06
H -1.53066 2.57834 -0.15420 0.40 -1.73 -0.16
H -3.61739 -1.05067 0.34260 0.13 0.31 -0.61
H 2.69052 0.32196 0.46730 -0.09 0.15 0.37
H 2.03089 0.40051 -1.17946 0.27 0.31 0.22
H 0.73084 2.25642 0.22302 0.42 1.40 -0.52
H -1.49457 -2.25920 0.10206 -1.17 -2.47 0.23
```
Forces are in eV/Å.



# 4
Density functional theory data (ωB97M-V with the def2-TZVPD basis set) for 2 unconnected molecules or ions with the total composition C4H13NS.

The calculation puts the max |F| at 2.176 eV/A. The calculation puts the LUMO energy at 0.0369 Eh. Its relative energy (zero: lowest compared OMol25 entry of this formula, charge and spin) is 20.4 kcal per mole. As for the HOMO energy: -8.67 eV. As for the SMILES: CCS.CNC.

```
19
Properties=species:S:1:pos:R:3:forces:R:3
C 1.38381 -1.91148 -0.52101 -0.27 -0.28 -0.34
C 2.44020 -0.80346 -0.56797 -1.22 0.19 0.88
S 1.57977 0.84338 -0.32602 0.71 -0.42 -0.47
H 0.56950 -1.70899 -1.21749 0.07 0.08 -0.15
H 1.72978 -2.93154 -0.73645 0.35 0.34 -0.03
H 0.91085 -1.96756 0.45675 0.16 0.11 0.19
H 3.11878 -0.94322 0.27148 0.32 0.08 -0.30
H 2.95789 -0.74314 -1.52120 0.07 0.01 0.08
C -1.64822 -0.34828 1.27371 -0.17 0.89 -0.39
N -1.77532 0.56078 0.11472 -1.33 0.37 0.25
C -3.21519 0.98943 0.08864 1.68 0.82 1.11
H -1.47395 0.26068 2.16758 -0.25 0.01 -0.05
H -0.82024 -1.03682 1.24594 0.19 -0.29 -0.45
H -2.59617 -0.87259 1.38471 0.09 -0.54 0.39
H 0.73759 0.47211 0.63950 0.05 -0.12 0.02
H -1.65582 0.13373 -0.79276 0.59 -0.57 0.21
H -3.40611 1.61123 -0.78186 -0.27 -0.53 -0.32
H -3.82256 0.10904 0.27959 -0.72 0.09 -0.60
H -3.36831 1.67659 0.93395 -0.04 -0.24 -0.02
```
Forces are in eV/Å.



# 5
Density functional theory data (ωB97M-V with the def2-TZVPD basis set) for C5H11NO2 in the gas phase.

The calculation puts the max |F| at 4.962 eV/A. The calculation puts the LUMO energy at 0.0326 Eh. Its relative energy (zero: lowest compared OMol25 entry of this formula, charge and spin) is 59.4 kcal per mole. As for the HOMO energy: -9.61 eV. As for the SMILES: [H]/N=C(\C[C@H](C)O)OC.

```
19
Properties=species:S:1:pos:R:3:forces:R:3
C 1.42153 0.23419 -0.02492 -2.57 0.55 -2.26
C 0.43398 0.52731 1.09429 -0.42 -0.13 -0.98
C -2.60488 -0.64810 -0.63423 -0.39 0.05 -0.14
C 1.74557 -1.22692 -0.23499 0.08 0.25 0.07
C -0.84356 0.64616 0.24832 -2.31 0.65 4.34
O -1.38630 -0.60621 0.08985 0.99 0.73 -1.05
O 2.51337 1.08247 0.06605 0.34 0.14 0.04
N -1.57603 1.69645 0.12308 0.30 -1.29 -0.50
H 3.20391 0.78779 -0.53411 0.02 -0.01 -0.10
H 0.55737 0.57176 -0.90789 3.45 -0.75 0.59
H -1.23722 2.48916 0.65806 0.55 -0.02 -0.46
H 0.37177 -0.29413 1.80549 -0.08 0.20 0.27
H 0.67815 1.48945 1.54251 -0.09 -0.15 0.13
H -3.40156 -0.18055 -0.05007 0.05 -0.04 -0.09
H -2.82375 -1.70157 -0.80869 0.04 0.10 0.03
H -2.51516 -0.11313 -1.58315 -0.02 -0.09 0.08
H 2.30935 -1.60303 0.61908 0.05 -0.08 0.07
H 2.33846 -1.36898 -1.14041 -0.02 -0.03 -0.02
H 0.81499 -1.78213 -0.32825 0.05 -0.09 -0.02
```
Forces are in eV/Å.



# 6
Density functional theory data (ωB97M-V with the def2-TZVPD basis set) for C20H19N5O2S in the gas phase.

The calculation puts the max |F| at 3.396 eV/A. The calculation puts the LUMO energy at -0.0191 Eh. Its relative energy (zero: lowest compared OMol25 entry of this formula, charge and spin) is 48.9 kcal per mole. As for the HOMO energy: -9.26 eV. As for the SMILES: CC(=O)c1ccc(-n2nnnc2SCC(=O)N2CCc3ccccc3C2)cc1.

```
47
Properties=species:S:1:pos:R:3:forces:R:3
O 3.26883 2.07768 5.82573 -1.26 -1.48 -1.02
O -1.89827 -3.26948 -1.30593 -0.34 2.02 -1.59
N -4.11425 1.87790 1.86897 0.99 0.33 -0.40
N -3.23827 2.12938 2.75080 0.31 -0.32 1.44
N -3.56621 1.12607 0.88566 -0.92 -0.35 -0.53
S -1.29850 -0.13293 0.17767 -0.37 -0.07 0.14
C 2.79528 1.06394 5.28051 2.37 1.74 1.70
C -2.07814 -2.09035 -1.68351 1.43 -1.78 0.27
C -2.34977 0.83366 1.23031 -0.13 -0.07 0.21
C 1.77977 1.62752 -3.81121 0.26 -0.35 -0.86
C 2.64442 0.54802 -4.10909 -0.71 1.02 0.40
C 0.99493 0.01427 3.89282 -0.41 0.67 0.14
C 0.69885 2.26152 4.69682 -0.61 0.44 -0.45
C -0.22205 0.11615 3.21904 -0.23 -0.62 -0.57
C -0.49609 2.38132 3.97870 -0.02 -0.71 0.04
C 0.41471 1.39025 -3.66902 -0.32 0.39 0.49
C 2.18250 -0.74862 -4.18571 -0.78 0.75 0.55
C 1.48192 1.09528 4.63208 -1.00 0.35 -0.52
C -0.95621 1.31070 3.20035 1.97 0.01 1.78
C -0.07082 0.07355 -3.68129 0.26 -0.66 0.18
C 0.83218 -0.99601 -3.92280 -1.08 -0.44 -0.06
N -2.11447 1.41690 2.45469 -1.05 -0.47 -2.46
N -1.77756 -1.62649 -2.98295 -0.78 0.44 2.27
C 3.66418 -0.17834 5.31240 0.19 -0.21 -0.89
C -2.62094 -1.14966 -0.61878 -0.82 1.01 -0.45
C -1.55403 -0.21608 -3.34325 -0.26 0.51 0.38
C 0.31936 -2.45686 -3.90705 -0.29 0.53 -0.28
C -1.22770 -2.51786 -3.95670 0.70 -0.56 -0.24
H 2.19828 2.64716 -3.82334 -0.39 -0.59 0.20
H 3.67885 0.77585 -4.24737 0.54 -0.03 -0.14
H 1.57443 -0.89435 3.85702 -0.11 -0.18 -0.10
H 0.99885 3.14684 5.25584 0.29 -0.48 0.04
H -0.59343 -0.75656 2.65722 0.25 0.57 0.41
H -1.14473 3.24520 4.03661 0.31 0.24 0.06
H -0.28604 2.23969 -3.46731 0.68 -0.85 -0.21
H 2.87120 -1.54604 -4.37188 0.16 -0.45 -0.15
H 3.20229 -0.96697 5.88683 -0.33 -0.35 0.11
H 3.86562 -0.56861 4.29152 -0.24 0.18 0.53
H 4.63017 0.03496 5.77636 -0.30 0.27 -0.08
H -3.16442 -1.69277 0.16397 0.55 -0.20 -0.34
H -3.37566 -0.50199 -1.07821 0.33 0.28 0.16
H -2.23179 0.08834 -4.17125 0.48 -0.46 0.14
H -1.88789 0.43667 -2.51434 0.42 -0.39 -0.24
H 0.71918 -2.99547 -4.78458 0.00 0.14 0.45
H 0.65949 -2.95184 -2.98116 -0.08 0.08 -0.39
H -1.58613 -3.54135 -3.80482 0.08 0.27 0.13
H -1.62190 -2.16020 -4.91037 0.26 -0.15 -0.23
```
Forces are in eV/Å.